Arrangement P

# C3H36NO16

15 unconnected molecules or ions with the total composition C3H36NO16 (ωB97M-V/def2-TZVPD, the Open Molecules 2025 dataset).

Last column: natural (NBO) charge in e.
Atoms and positions in Å:
H (-0.82, -3.98, -0.87)  0.4771
O (3.07, 2.67, 1.14)  -0.9704
H (1.54, -2.69, 1.83)  0.4843
C (1.12, -0.51, -2.44)  0.4571
O (-3.05, 2.05, 0.10)  -0.9781
C (-1.38, -0.05, -1.82)  -0.0907
H (-1.25, 1.01, -1.57)  0.1983
H (-1.11, 3.12, 4.53)  0.4937
H (-0.47, -1.96, -1.90)  0.2789
H (-0.53, -1.25, 0.39)  0.4759
O (2.18, -0.65, -1.91)  -0.5247
O (0.95, 2.14, -0.50)  -0.9989
H (-2.67, 2.45, 0.89)  0.4861
O (4.26, -0.80, 2.67)  -0.9576
H (-4.16, 1.88, -3.13)  0.4847
N (0.24, -0.85, -0.19)  -0.7343
O (-3.52, 1.75, -2.43)  -0.9809
O (-0.54, 1.52, 1.69)  -1.0106
H (4.24, -0.75, 3.63)  0.4872
H (-1.79, -0.11, -2.87)  0.2327
O (1.41, 0.30, 4.28)  -0.9501
H (0.71, 3.02, -0.85)  0.4949
H (2.73, -3.50, -3.13)  0.4803
H (-3.86, 2.25, -1.68)  0.5094
O (-1.80, 4.09, -2.80)  -0.9448
H (-1.27, 1.70, 4.81)  0.4815
H (2.94, -2.05, 1.72)  0.5123
H (1.76, 2.32, 0.03)  0.5175
H (3.86, 2.15, 0.94)  0.4985
H (0.04, 1.95, 2.33)  0.4975
H (0.97, 0.14, -3.33)  0.1546
H (0.64, -0.21, 3.96)  0.4628
H (-0.20, 1.78, 0.81)  0.4855
H (2.71, -2.85, -1.79)  0.4783
H (-2.24, -3.20, -3.58)  0.5006
H (-1.72, -0.45, 2.42)  0.5044
H (3.43, -0.36, 2.45)  0.4786
O (-2.38, -0.42, -0.90)  -0.7689
H (-1.59, 4.34, -1.89)  0.4525
O (-0.30, -4.56, -0.33)  -0.9708
H (-2.32, 3.30, -2.61)  0.4799
H (3.18, 3.02, 2.03)  0.5003
H (-1.04, -1.84, 2.58)  0.4873
O (-0.66, 2.29, 4.34)  -0.9632
H (0.86, 1.10, 4.41)  0.4794
O (-2.20, -2.47, -2.95)  -0.9698
C (-0.13, -0.95, -1.67)  -0.1887
O (1.99, -1.84, 1.73)  -0.9829
H (1.08, -1.38, 0.04)  0.4682
H (-3.26, -0.59, -1.26)  0.5019
H (-2.51, 1.25, 0.06)  0.4879
O (2.20, -3.47, -2.33)  -0.9569
O (-1.04, -1.02, 2.06)  -0.9585
H (-3.06, -2.29, -2.56)  0.4826
H (0.54, -4.84, -0.70)  0.4976
H (0.29, 0.08, 0.21)  0.4507

Output
Total charge: +1
LUMO level in Ha: -0.096
Kohn-Sham gap in eV: 10.750
Highest occupied orbital energy in eV: -13.3

=====

Arrangement Q

# C3H36NO16

15 unconnected molecules or ions with the total composition C3H36NO16 (ωB97M-V/def2-TZVPD, the Open Molecules 2025 dataset).

Last column: natural (NBO) charge in e.
Atoms and positions in Å:
H (1.28, -0.32, -0.93)  0.2344
C (-0.15, 0.53, 0.28)  -0.2024
O (3.22, 1.21, -0.27)  -0.6842
O (-2.27, 2.88, -0.19)  -0.9732
H (0.25, 0.36, -3.91)  0.4833
H (3.87, 1.93, -0.18)  0.5351
H (-2.47, -3.07, -2.71)  0.4833
H (1.45, 0.03, 4.59)  0.4767
O (-2.70, 1.02, -2.44)  -0.9849
H (0.19, -0.83, 4.49)  0.4902
H (-0.84, -1.29, -0.55)  0.4596
O (0.46, -4.16, -2.71)  -0.9484
H (-0.64, 1.49, 0.55)  0.2327
H (1.59, -2.18, 1.04)  0.5129
H (1.29, -3.70, -2.84)  0.4847
H (4.42, 2.51, 1.99)  0.4686
H (-3.64, -0.43, 1.13)  0.4694
H (2.17, -1.59, 3.29)  0.5151
H (-1.79, -0.58, 0.76)  0.4590
H (0.43, -4.48, -1.82)  0.4870
O (-2.75, 1.65, 3.10)  -0.9586
H (-2.09, 2.32, 2.91)  0.5075
H (-2.99, 1.85, -2.06)  0.4768
O (0.75, -2.06, 0.57)  -0.9881
O (2.74, -1.30, 2.57)  -1.0147
O (-1.65, -2.68, -2.38)  -0.9933
H (-3.09, 3.37, -0.23)  0.4869
H (-2.95, 1.04, -3.37)  0.5103
O (1.66, 2.55, 0.58)  -0.6559
H (3.98, -0.95, -3.12)  0.4904
H (0.57, 1.16, -1.66)  0.2684
H (-3.59, 2.09, 3.27)  0.4886
H (-3.27, -1.18, -3.24)  0.4502
H (0.33, 0.19, 1.19)  0.2251
H (-1.91, -0.12, -0.87)  0.4537
H (2.68, -0.98, -2.24)  0.4753
H (-1.54, 3.48, -0.05)  0.4932
C (1.98, 1.62, -0.14)  0.8222
O (-2.59, -0.99, -3.89)  -0.9793
N (-1.29, -0.46, -0.15)  -0.7329
H (3.67, -1.45, 2.62)  0.4909
H (0.14, -2.54, 1.15)  0.4781
O (3.02, -1.02, -3.13)  -0.9641
H (-3.04, 0.16, 2.41)  0.5139
O (-3.05, -0.66, 1.85)  -0.9575
C (0.96, 0.70, -0.74)  -0.5296
O (-0.16, 1.41, 3.64)  -0.9652
O (1.13, -0.87, 4.67)  -0.9486
O (4.20, 3.19, 1.34)  -0.9547
H (0.67, 1.62, 3.19)  0.4841
H (3.24, 3.30, 1.48)  0.4931
H (-0.95, -3.04, -2.97)  0.5131
H (0.78, -0.96, -3.77)  0.4883
O (0.16, -0.38, -3.29)  -0.9603
H (-1.77, -1.17, -3.34)  0.5068
H (-0.12, 1.77, 4.53)  0.4875

Output
Total charge: +1
LUMO level in Ha: -0.096
Kohn-Sham gap in eV: 9.986
Highest occupied orbital energy in eV: -12.6

=====

arrangement Q is the most stable structure; the next one sits 0.926 eV above it.

=====

Arrangement P

# C3H9O3

2 unconnected molecules or ions with the total composition C3H9O3 (ωB97M-V/def2-TZVPD, the Open Molecules 2025 dataset).

Last column: natural (NBO) charge in e.
Atoms and positions in Å:
O (2.45, 0.52, 0.95)  -0.7561
H (0.52, 0.27, 1.72)  0.1962
H (-2.45, -2.69, -0.29)  0.4416
H (-0.46, -0.02, -1.89)  0.1053
H (1.01, 1.96, 1.54)  0.1386
H (2.58, -0.25, 1.45)  0.4615
H (0.75, -1.01, -1.24)  0.1139
O (-3.10, -1.91, -0.38)  -1.0620
H (-2.31, -1.20, -0.35)  0.5065
O (-0.96, -0.82, -0.03)  -0.9665
H (-0.52, 1.57, -0.42)  0.2130
C (1.06, 0.97, 1.08)  -0.0622
C (0.41, 1.09, -0.34)  -0.4592
H (1.03, 1.74, -0.92)  0.1782
C (0.00, -0.22, -0.88)  -0.0488

Output
Total charge: -1
LUMO level in Ha: 0.141
Kohn-Sham gap in eV: 7.150
Highest occupied orbital energy in eV: -3.3

=====

Arrangement Q

# C3H9O3

2 unconnected molecules or ions with the total composition C3H9O3 (ωB97M-V/def2-TZVPD, the Open Molecules 2025 dataset).

Last column: natural (NBO) charge in e.
Atoms and positions in Å:
O (-3.01, 2.07, 0.55)  -1.0043
H (0.20, -1.63, -1.34)  0.1572
H (1.97, 0.39, 0.50)  0.1993
H (-3.00, 2.64, 1.32)  0.4421
H (0.54, 1.87, 0.33)  0.0908
C (0.83, -1.39, -0.47)  -0.0912
C (1.35, 0.05, -0.33)  -0.5117
H (-2.19, 1.51, 0.68)  0.5173
O (-0.75, 0.37, 0.88)  -0.9597
H (2.60, -1.79, -0.80)  0.4526
H (0.22, -1.58, 0.42)  0.2167
C (0.01, 0.96, -0.06)  -0.0038
H (1.80, 0.35, -1.31)  0.1613
H (-0.52, 1.02, -1.06)  0.1014
O (1.90, -2.43, -0.64)  -0.7679

Output
Total charge: -1
LUMO level in Ha: 0.147
Kohn-Sham gap in eV: 7.163
Highest occupied orbital energy in eV: -3.2

=====

arrangement Q is the most stable structure; the next one sits 0.080 eV above it.

=====

Arrangement P

# C11H36O7

7 unconnected molecules or ions with the total composition C11H36O7 (ωB97M-V/def2-TZVPD, the Open Molecules 2025 dataset).

Last column: natural (NBO) charge in e.
Atoms and positions in Å:
O (13.16, 36.42, 14.57)  -0.7687
C (14.68, 39.96, 8.65)  0.0730
C (15.08, 38.48, 8.85)  -0.6083
H (11.11, 38.50, 6.06)  0.1673
H (12.87, 34.33, 16.08)  0.2110
H (13.12, 41.36, 9.24)  0.2003
H (7.08, 38.29, 8.89)  0.1595
H (13.98, 38.83, 12.19)  0.4847
O (11.39, 36.85, 5.03)  -0.6954
H (14.40, 33.39, 15.73)  0.1955
H (13.30, 36.98, 13.80)  0.4829
H (12.34, 36.26, 8.78)  0.1589
H (12.29, 39.88, 8.64)  0.2155
C (11.84, 38.06, 5.51)  -0.2242
O (12.09, 36.05, 10.80)  -0.7303
H (11.71, 36.23, 5.48)  0.4490
H (11.79, 33.53, 8.93)  0.1679
H (12.25, 36.81, 11.34)  0.4897
C (13.98, 35.20, 14.53)  0.1155
H (14.17, 35.02, 16.72)  0.2050
H (7.59, 38.13, 7.22)  0.1630
H (14.52, 37.94, 8.21)  0.2032
O (15.71, 40.74, 9.42)  -0.7309
H (12.84, 39.55, 13.78)  0.2042
C (7.90, 38.20, 8.27)  -0.2525
C (12.34, 38.91, 12.94)  -0.3209
H (10.64, 32.24, 9.44)  0.1495
O (8.86, 39.08, 8.67)  -0.7015
H (14.46, 40.44, 7.73)  0.1831
H (13.10, 39.96, 10.20)  0.1893
H (8.26, 37.22, 8.58)  0.1708
C (11.71, 32.62, 9.43)  -0.2533
H (15.95, 34.80, 14.19)  0.1932
C (13.30, 40.23, 9.25)  -0.6218
H (15.07, 38.06, 9.78)  0.2179
H (15.88, 36.40, 15.02)  0.2121
O (12.08, 33.23, 10.66)  -0.7126
H (15.45, 36.06, 13.28)  0.2047
O (13.44, 38.10, 12.36)  -0.7446
H (12.35, 31.79, 9.15)  0.1815
H (12.04, 37.68, 9.74)  0.1686
H (15.60, 41.62, 9.12)  0.4602
H (10.84, 36.76, 9.29)  0.1550
H (12.36, 38.74, 4.86)  0.1743
H (11.68, 34.02, 10.61)  0.4647
H (8.30, 39.84, 8.81)  0.4624
C (11.90, 36.62, 9.56)  -0.2445
C (15.42, 35.77, 14.26)  -0.6230
C (13.82, 34.47, 15.82)  -0.5942
H (11.61, 39.31, 12.20)  0.1929
H (11.61, 38.38, 13.43)  0.2060
H (13.84, 34.59, 13.84)  0.1499
H (12.64, 37.76, 6.32)  0.1298
H (16.28, 38.46, 8.65)  0.2143

Output
SMILES: CC(C)O.CC(C)O.CO.CO.CO.CO.CO
Total charge: 0
LUMO level in Ha: 0.014
Kohn-Sham gap in eV: 9.830
Highest occupied orbital energy in eV: -9.4

=====

Arrangement Q

# C11H36O7

7 unconnected molecules or ions with the total composition C11H36O7 (ωB97M-V/def2-TZVPD, the Open Molecules 2025 dataset).

Last column: natural (NBO) charge in e.
Atoms and positions in Å:
O (1.68, 3.66, -2.31)  -0.7440
C (-0.71, -3.64, -3.70)  -0.2318
C (-0.52, 0.17, -2.56)  -0.6237
H (2.33, 5.81, -2.17)  0.1625
C (-0.43, 1.00, -1.18)  0.1088
H (-0.66, 1.39, 5.64)  0.2128
H (-0.55, 0.06, 6.87)  0.1850
H (0.00, 1.86, -4.87)  0.1757
O (0.22, -4.08, -2.79)  -0.6998
H (-0.34, -3.78, -4.64)  0.1590
C (-2.84, -1.24, 2.66)  -0.2607
C (-0.95, 0.19, -0.10)  -0.6411
H (0.73, -2.27, 4.14)  0.2006
H (1.28, 2.00, -7.51)  0.4800
H (2.12, -2.42, 1.79)  0.1747
H (1.29, 0.04, 5.14)  0.1611
H (-0.03, -0.81, -2.61)  0.2032
O (0.98, 1.29, -0.94)  -0.7820
H (-2.22, -2.06, 2.16)  0.1916
H (1.99, 5.23, -0.90)  0.2015
H (-1.91, 0.29, 0.08)  0.2149
H (3.63, -1.47, 2.17)  0.1871
H (0.75, -2.34, 5.73)  0.2020
H (1.27, 2.12, -1.29)  0.5026
H (-0.44, 0.53, 0.80)  0.2341
C (2.75, -1.63, 1.54)  -0.2616
H (-1.79, -0.14, 5.71)  0.1990
C (-0.76, 0.29, 5.98)  -0.5938
O (-4.26, -1.37, 2.32)  -0.7673
C (0.27, -0.31, 4.92)  0.1076
H (-1.48, -0.02, -2.91)  0.1998
H (-0.84, -2.40, 5.01)  0.2064
C (0.25, 1.57, -5.80)  -0.2413
H (1.93, -0.15, 0.87)  0.4527
H (-4.86, -1.61, 3.13)  0.4714
H (0.85, 0.68, -5.66)  0.1542
H (0.93, -4.01, -3.40)  0.4597
H (0.64, 5.32, -2.18)  0.1832
H (0.77, 0.05, 3.13)  0.4947
H (-1.89, -4.05, -3.50)  0.1510
H (-2.54, -0.12, 2.53)  0.2045
O (-0.04, 0.02, 3.56)  -0.7401
H (2.80, -1.72, 0.50)  0.1795
H (-0.90, -2.63, -3.44)  0.1635
H (-0.01, 0.59, -3.29)  0.1904
H (-0.88, -0.93, -0.14)  0.2037
C (0.18, -1.87, 5.05)  -0.6448
H (-0.99, 1.98, -1.14)  0.1717
H (-2.82, -1.37, 3.86)  0.1587
O (2.03, -0.37, 1.64)  -0.7202
H (-0.65, 1.62, -6.31)  0.1731
O (0.91, 2.39, -6.61)  -0.7408
H (2.20, 3.67, -3.12)  0.4899
C (1.54, 4.98, -1.85)  -0.2790

Output
SMILES: CC(C)O.CC(C)O.CO.CO.CO.CO.CO
Total charge: 0
LUMO level in Ha: 0.017
Kohn-Sham gap in eV: 10.095
Highest occupied orbital energy in eV: -9.6

=====

Arrangement R

# C11H36O7

7 unconnected molecules or ions with the total composition C11H36O7 (ωB97M-V/def2-TZVPD, the Open Molecules 2025 dataset).

Last column: natural (NBO) charge in e.
Atoms and positions in Å:
H (14.31, 12.01, 6.56)  0.1755
H (8.06, 14.62, 11.76)  0.2065
H (9.06, 14.07, 7.29)  0.5131
O (10.15, 15.27, 10.04)  -0.7700
H (9.02, 13.54, 12.78)  0.2052
H (10.70, 10.75, 11.63)  0.1584
O (12.23, 11.84, 12.75)  -0.7167
H (11.85, 5.70, 7.87)  0.1640
O (10.52, 7.04, 6.79)  -0.7226
H (12.34, 12.43, 11.97)  0.4602
O (5.28, 9.95, 6.73)  -0.7276
C (12.58, 9.81, 11.29)  -0.6413
H (5.37, 12.07, 8.55)  0.1986
H (13.19, 13.98, 6.64)  0.4924
C (9.03, 14.44, 12.18)  -0.6320
O (8.48, 14.79, 7.71)  -0.7850
C (8.36, 15.87, 6.81)  -0.2530
C (5.14, 11.39, 6.51)  -0.0630
H (9.31, 16.21, 6.42)  0.1621
H (9.55, 15.12, 9.27)  0.5067
H (5.07, 9.72, 7.62)  0.4588
C (5.79, 12.31, 7.55)  -0.6334
H (11.63, 6.91, 9.96)  0.2151
H (11.09, 14.33, 11.59)  0.1593
H (4.12, 11.71, 6.37)  0.1552
C (10.15, 14.28, 11.07)  -0.0425
H (13.54, 9.57, 11.78)  0.2145
H (11.37, 10.05, 13.12)  0.1825
H (12.05, 8.87, 11.19)  0.2080
H (5.59, 13.36, 7.34)  0.2256
H (10.64, 8.13, 9.31)  0.2076
O (10.18, 12.83, 6.91)  -0.7752
H (10.08, 13.30, 10.61)  0.1399
H (10.28, 10.69, 7.28)  0.1861
H (10.79, 11.82, 8.67)  0.1644
H (12.81, 10.25, 10.30)  0.2002
H (11.09, 13.08, 6.62)  0.5112
H (13.71, 11.92, 4.92)  0.1829
H (5.65, 11.50, 5.56)  0.1758
O (12.78, 13.37, 6.02)  -0.7436
H (12.82, 11.27, 6.26)  0.1763
C (13.40, 12.10, 5.95)  -0.2545
C (10.15, 11.67, 7.76)  -0.2622
H (12.29, 7.42, 7.77)  0.1706
H (8.06, 16.80, 7.38)  0.1826
C (11.63, 10.62, 12.22)  -0.0668
H (6.88, 12.14, 7.50)  0.2087
C (11.42, 6.73, 7.90)  -0.0642
C (10.83, 7.07, 9.26)  -0.6371
H (9.87, 6.51, 9.52)  0.2040
H (9.24, 15.28, 12.82)  0.2052
H (9.14, 11.67, 8.13)  0.1871
H (7.67, 15.66, 5.92)  0.1631
H (9.64, 6.69, 7.04)  0.4635

Output
SMILES: CCO.CCO.CCO.CCO.CO.CO.CO
Total charge: 0
LUMO level in Ha: 0.012
Kohn-Sham gap in eV: 9.990
Highest occupied orbital energy in eV: -9.7

=====

arrangement R is the most stable structure; the next one sits 6.442 eV above it.